85
Properties=species:S:1:pos:R:3 method="wB97M-V/def2-TZVPD" orbital_gap_ev=8.40 e_tot_ev=-176542.73014 charge=+1 homo_energy_ev=-11.2406
H 3.192 2.507 2.683
Cl 5.107 -3.949 2.053
H 0.739 -2.788 -4.372
H -0.696 3.507 -2.961
H 1.862 1.073 0.164
C -5.945 5.138 -2.363
H -5.923 4.059 -2.195
S 4.061 -0.709 0.324
H 2.814 -5.706 2.314
N 0.806 1.129 2.046
C 2.689 3.491 0.693
N 1.740 -2.926 -2.478
H 0.644 -0.199 3.819
H 2.894 -6.639 0.809
Cl -0.763 2.995 -0.656
C -1.490 3.471 -2.214
H 2.144 4.190 1.433
C 0.797 -6.446 4.454
H -5.439 6.973 -1.325
H 3.579 4.802 -0.434
H 3.203 -0.414 2.586
C -2.608 2.538 -2.633
C -0.745 -1.112 -1.470
C 0.660 -2.467 -3.269
H -1.456 2.682 -8.326
H -2.184 -0.696 1.480
H -1.618 -0.478 -1.134
H 2.044 3.197 -0.201
H -0.005 -8.420 4.710
Cl 4.552 -7.310 2.325
C -2.424 1.362 2.257
C 3.143 2.202 1.579
H 0.289 -5.960 5.289
H -2.146 0.398 -7.819
C -1.549 0.936 -7.080
C 3.492 -6.105 1.550
O -0.828 1.654 5.349
C 0.417 -1.599 -0.584
H -3.112 2.941 -3.514
Cl -2.006 0.918 -3.077
H -0.023 1.655 -8.443
H 0.467 -8.061 3.045
H 3.604 -4.363 0.301
C -0.774 2.049 -7.756
C 0.117 1.983 4.357
H -1.418 -0.538 3.132
C 0.451 -1.239 0.990
H -1.338 -1.409 -3.729
C -0.562 -1.642 -2.929
H -0.481 0.801 0.384
C -1.558 0.010 2.146
H 5.030 -5.400 0.191
H -1.881 4.481 -2.084
H -6.258 5.761 -0.333
C -5.522 5.903 -1.126
Cl 0.050 3.103 -6.580
H -3.350 2.418 -1.842
C 4.279 -5.001 0.875
H -1.427 2.427 5.501
Cl 1.059 -5.224 3.181
H 0.452 2.099 1.887
F -3.803 0.970 1.981
H 2.016 1.009 3.796
O 0.317 3.211 4.149
H 1.784 -6.764 4.795
H -2.224 1.326 -6.316
C 0.904 0.882 3.519
Cl -0.476 -0.260 -6.313
H -6.962 5.417 -2.643
H 4.205 1.965 1.249
C 0.017 -7.641 3.946
H 4.766 -1.783 0.897
O 3.905 4.080 0.157
C 1.511 -2.459 -1.167
Cl -1.677 -7.230 3.578
H -2.442 1.771 3.324
H 2.311 -2.804 -0.416
Cl -4.905 5.498 -3.765
C 2.678 -0.451 1.557
H -2.161 2.151 1.482
H -0.297 -1.985 1.459
Cl -3.958 5.336 -0.489
O 1.717 -1.520 1.628
C -0.172 0.212 1.320
C 2.100 1.012 1.293